[1]
The following is a quantum chemistry calculation of a molecular structure, C31H37As3Cl2F5NO3Pd, from the Open Molecules 2025 dataset.

## Properties
**ΔE to the lowest compared entry with this formula, charge and spin**: 0.822 eV
**HOMO-LUMO gap**: 6.57 eV
**Calculated total energy**: -265007.78267 eV
**Multiplicity**: 1

CARTESIAN COORDINATES (ANGSTROEM)
Pd: -0.851 -0.401 0.009
C: -3.919 -1.548 -0.664
As: -3.082 0.118 -0.182
C: -4.021 0.662 1.409
C: -3.525 1.322 -1.643
C: -2.992 2.769 -1.598
C: -3.432 3.418 -2.919
C: -1.455 2.828 -1.562
As: -0.451 1.866 -0.186
C: -0.529 2.897 1.449
C: 1.367 2.169 -0.761
C: -3.613 3.514 -0.399
As: -3.847 5.484 -0.506
C: -4.678 5.611 1.266
C: -2.068 6.091 0.068
H: -5.001 -1.438 -0.738
H: -3.653 -2.255 0.121
H: -3.500 -1.896 -1.606
H: -5.066 0.869 1.178
H: -3.551 1.539 1.847
H: -3.911 -0.168 2.104
H: -4.614 1.351 -1.738
H: -3.134 0.811 -2.529
H: -3.089 2.824 -3.768
H: -3.025 4.425 -3.023
H: -4.520 3.494 -2.969
H: -1.133 3.872 -1.516
H: -1.057 2.412 -2.494
H: -0.368 3.954 1.242
H: 0.258 2.514 2.097
H: -1.482 2.746 1.951
H: 1.566 3.234 -0.880
H: 1.538 1.642 -1.699
H: 2.021 1.751 0.002
H: -3.078 3.286 0.524
H: -4.639 3.160 -0.259
H: -5.682 5.189 1.233
H: -4.759 6.661 1.548
H: -4.090 5.085 2.018
H: -1.332 5.954 -0.723
H: -1.745 5.569 0.969
H: -2.128 7.157 0.284
F: 1.624 -2.398 6.325
C: 0.805 -2.059 5.315
C: 1.155 -1.061 4.422
F: 2.321 -0.415 4.570
C: 0.303 -0.722 3.393
F: 0.673 0.297 2.575
C: -0.949 -1.342 3.168
O: -1.736 -1.022 2.205
C: -1.263 -2.339 4.118
F: -2.440 -2.983 4.007
C: -0.417 -2.689 5.151
F: -0.778 -3.650 6.012
Cl: 4.222 0.207 -0.875
C: 5.400 -1.056 -0.676
C: 6.737 -0.710 -0.584
C: 7.689 -1.706 -0.460
C: 7.296 -3.034 -0.405
C: 5.953 -3.359 -0.468
Cl: 5.495 -5.021 -0.318
C: 4.960 -2.381 -0.621
N: 3.608 -2.713 -0.662
C: 3.069 -3.491 -1.708
C: 3.758 -3.698 -2.900
C: 3.201 -4.464 -3.910
C: 1.942 -5.022 -3.751
C: 1.257 -4.818 -2.563
C: 1.806 -4.070 -1.532
C: 1.059 -3.901 -0.229
C: 0.334 -2.580 -0.197
O: -0.918 -2.528 -0.361
O: 0.996 -1.499 -0.037
H: 7.020 0.332 -0.626
H: 8.737 -1.449 -0.397
H: 8.022 -3.825 -0.290
H: 2.969 -2.000 -0.324
H: 4.735 -3.252 -3.034
H: 3.753 -4.618 -4.828
H: 1.502 -5.618 -4.539
H: 0.279 -5.262 -2.420
H: 1.764 -3.924 0.605
H: 0.327 -4.696 -0.109

[2]
The following is a quantum chemistry calculation of a molecular structure, C44H32NO4PdS2, from the Open Molecules 2025 dataset.

## Properties
**ΔE to the lowest compared entry with this formula, charge and spin**: 0.000 eV
**HOMO-LUMO gap**: 7.15 eV
**Total charge**: +1
**Calculated total energy**: -80972.87634 eV
**Multiplicity**: 1

CARTESIAN COORDINATES (ANGSTROEM)
Pd: 0.821 -1.039 0.902
O: 4.520 -2.036 1.845
C: 3.334 -1.833 1.788
O: 2.659 -1.683 0.680
C: 2.494 -1.767 3.040
C: 3.151 -1.748 4.274
C: 2.401 -1.697 5.410
C: 0.995 -1.743 5.308
C: 0.171 -1.762 6.458
C: -1.184 -1.859 6.346
C: -1.767 -1.963 5.066
C: -0.996 -1.936 3.940
C: 0.401 -1.796 4.024
N: 1.175 -1.754 2.889
H: 4.230 -1.756 4.263
H: 2.861 -1.645 6.389
H: 0.647 -1.709 7.429
H: -1.808 -1.878 7.228
H: -2.839 -2.074 4.969
H: -1.459 -2.065 2.979
C: -4.705 -5.541 0.644
C: -3.893 -4.279 0.689
C: -4.392 -3.143 1.329
C: -3.650 -1.977 1.400
C: -2.395 -1.954 0.812
C: -1.867 -3.064 0.171
C: -2.625 -4.221 0.113
S: -1.431 -0.470 0.908
O: -1.997 0.432 1.901
C: -1.688 0.219 -0.700
C: -2.997 0.525 -1.138
C: -3.148 1.215 -2.299
C: -2.015 1.658 -3.039
C: -2.168 2.428 -4.215
C: -1.074 2.866 -4.905
C: 0.224 2.556 -4.451
C: 0.404 1.801 -3.327
C: -0.712 1.331 -2.594
C: -0.570 0.562 -1.396
C: 0.801 0.075 -1.050
C: 1.384 -0.890 -1.975
C: 0.580 -1.748 -2.745
C: 1.159 -2.642 -3.610
C: 2.556 -2.701 -3.748
C: 3.354 -1.861 -3.019
C: 2.786 -0.936 -2.120
C: 3.603 -0.048 -1.361
C: 3.073 0.802 -0.441
C: 1.675 0.870 -0.286
S: 1.099 2.015 1.028
O: 2.218 1.992 1.994
C: 1.191 3.524 0.080
C: 2.339 4.296 0.133
C: 2.389 5.468 -0.605
C: 1.308 5.875 -1.385
C: 1.362 7.163 -2.157
C: 0.159 5.086 -1.403
C: 0.088 3.917 -0.663
H: -5.717 -5.339 0.294
H: -4.786 -5.980 1.640
H: -4.256 -6.281 -0.015
H: -5.376 -3.179 1.781
H: -4.017 -1.100 1.919
H: -0.876 -3.031 -0.272
H: -2.223 -5.097 -0.381
H: -3.851 0.205 -0.556
H: -4.137 1.447 -2.673
H: -3.167 2.669 -4.555
H: -1.199 3.457 -5.802
H: 1.084 2.923 -4.996
H: 1.407 1.581 -2.984
H: -0.499 -1.707 -2.649
H: 0.536 -3.307 -4.193
H: 2.998 -3.409 -4.436
H: 4.432 -1.900 -3.116
H: 4.677 -0.095 -1.501
H: 3.691 1.396 0.219
H: 3.168 3.982 0.754
H: 3.281 6.081 -0.572
H: 2.386 7.425 -2.420
H: 0.954 7.982 -1.562
H: 0.776 7.100 -3.074
H: -0.694 5.397 -1.993
H: -0.822 3.328 -0.657

[3]
The following is a quantum chemistry calculation of a molecular structure, C39H30N2O2OsP2S2 at a distorted geometry, from the Open Molecules 2025 dataset.

## Properties
**ΔE to the lowest compared entry with this formula, charge and spin**: 3.231 eV
**HOMO-LUMO gap (spin up / spin down)**: 6.09 / 5.83 eV
**Calculated total energy**: -90717.03619 eV
**Multiplicity**: 5

CARTESIAN COORDINATES (ANGSTROEM)
Os: -1.785 -0.451 1.157
O: -0.836 0.054 3.010
C: -1.239 1.175 3.537
C: -0.483 2.069 4.273
C: -0.790 3.413 4.511
C: -1.585 4.308 3.731
C: -2.272 4.094 2.572
C: -2.670 2.796 2.063
C: -2.909 2.463 0.787
N: -3.005 1.096 0.441
N: -3.637 0.887 -0.709
C: -3.523 -0.383 -1.071
O: -2.772 -1.206 -0.427
C: -4.243 -0.878 -2.254
C: -5.208 -0.090 -2.877
C: -5.892 -0.581 -3.977
C: -5.616 -1.854 -4.458
C: -4.651 -2.640 -3.839
C: -3.966 -2.156 -2.736
H: 0.464 1.697 4.653
H: -0.199 3.891 5.283
H: -1.493 5.350 4.022
H: -2.489 4.954 1.945
H: -2.982 3.190 -0.011
H: -5.412 0.898 -2.489
H: -6.647 0.028 -4.457
H: -6.154 -2.235 -5.317
H: -4.438 -3.633 -4.213
H: -3.219 -2.758 -2.237
S: -2.951 1.521 3.242
P: 0.334 1.142 0.521
C: -0.008 -0.541 0.255
P: 0.548 -2.107 0.640
S: -1.035 -2.821 1.629
C: 2.106 -2.232 1.535
C: 2.141 -2.627 2.867
C: 3.354 -2.648 3.545
C: 4.522 -2.272 2.897
C: 4.487 -1.872 1.566
C: 3.282 -1.850 0.887
C: 0.858 -2.974 -0.923
C: 0.095 -2.617 -2.035
C: 0.235 -3.316 -3.224
C: 1.129 -4.376 -3.308
C: 1.888 -4.737 -2.203
C: 1.752 -4.039 -1.011
C: 1.976 1.431 1.261
C: 2.905 2.286 0.673
C: 4.100 2.573 1.323
C: 4.371 2.019 2.565
C: 3.439 1.180 3.164
C: 2.246 0.894 2.521
C: 0.477 1.796 -1.181
C: -0.116 3.015 -1.494
C: -0.061 3.518 -2.790
C: 0.588 2.800 -3.782
C: 1.189 1.582 -3.478
C: 1.134 1.084 -2.186
H: 1.221 -2.911 3.362
H: 3.385 -2.958 4.582
H: 5.464 -2.286 3.431
H: 5.397 -1.568 1.064
H: 3.253 -1.535 -0.151
H: -0.602 -1.791 -1.956
H: -0.355 -3.032 -4.087
H: 1.232 -4.925 -4.235
H: 2.587 -5.561 -2.269
H: 2.344 -4.323 -0.150
H: 2.705 2.723 -0.298
H: 4.818 3.236 0.855
H: 5.302 2.248 3.070
H: 3.642 0.745 4.135
H: 1.509 0.259 2.996
H: -0.621 3.574 -0.715
H: -0.529 4.466 -3.023
H: 0.624 3.184 -4.793
H: 1.695 1.018 -4.253
H: 1.594 0.130 -1.954

[4]
The following is a quantum chemistry calculation of a molecular structure, C2H7NO2 at a distorted geometry, from the Open Molecules 2025 dataset.

## Properties
**ΔE to the lowest compared entry with this formula, charge and spin**: 3.030 eV
**HOMO-LUMO gap**: 10.56 eV
**Calculated total energy**: -7770.49538 eV
**Multiplicity**: 1

CARTESIAN COORDINATES (ANGSTROEM)
C: -0.087 0.624 -1.042
C: -1.630 0.660 -0.826
H: 1.332 0.596 0.626
H: -0.258 1.053 1.162
H: -2.038 1.318 -1.592
H: -2.336 0.787 0.015
H: -1.962 -0.325 -1.160
H: 1.431 -1.655 3.429
H: 1.087 -2.239 2.029
N: 0.352 0.300 0.242
O: 0.524 0.498 -2.056
O: 0.799 -1.666 2.682

[5]
The following is a quantum chemistry calculation of 2 unconnected molecules or ions with the total composition C2H3ClN2 at a distorted geometry, from the Open Molecules 2025 dataset.

## Properties
**ΔE to the lowest compared entry with this formula, charge and spin**: 5.558 eV
**HOMO-LUMO gap (spin up / spin down)**: 9.51 / 6.90 eV
**Calculated total energy**: -17619.85037 eV
**Multiplicity**: 1

CARTESIAN COORDINATES (ANGSTROEM)
C: -0.825 0.484 -1.180
C: 0.276 -0.424 1.231
N: -1.985 0.529 -1.166
N: 0.431 0.679 -1.067
Cl: 1.453 -0.078 -2.036
H: 0.186 0.579 1.541
H: -0.703 -0.850 1.098
H: 1.167 -0.920 1.580

Please write out number 4 again, unchanged.
The following is a quantum chemistry calculation of a molecular structure, C2H7NO2 at a distorted geometry, from the Open Molecules 2025 dataset.

## Properties
**ΔE to the lowest compared entry with this formula, charge and spin**: 3.030 eV
**HOMO-LUMO gap**: 10.56 eV
**Calculated total energy**: -7770.49538 eV
**Multiplicity**: 1

CARTESIAN COORDINATES (ANGSTROEM)
C: -0.087 0.624 -1.042
C: -1.630 0.660 -0.826
H: 1.332 0.596 0.626
H: -0.258 1.053 1.162
H: -2.038 1.318 -1.592
H: -2.336 0.787 0.015
H: -1.962 -0.325 -1.160
H: 1.431 -1.655 3.429
H: 1.087 -2.239 2.029
N: 0.352 0.300 0.242
O: 0.524 0.498 -2.056
O: 0.799 -1.666 2.682